[1]
ORCA calculation (ωB97M-V/def2-TZVPD) on C38H33N11O5S2W as an isolated structure at a distorted geometry.

Last column: Löwdin charge in e.
Element x y z (Å)
W: -0.70940 -0.15376 0.80420  1.55
S: -0.94552 1.36795 4.18584  0.62
S: -2.52037 1.56398 0.78390  0.70
O: 0.64453 -0.42566 -3.21978  0.06
O: -1.17429 0.70195 5.43351  -0.28
O: 0.35912 1.88496 3.89096  -0.30
O: 0.88223 -0.81359 2.08376  -0.09
O: -1.64536 1.43499 -2.43746  0.10
N: -3.66417 -2.46751 -1.06331  0.22
N: 3.14973 -1.01837 0.11271  0.15
N: -5.05150 5.44900 3.04323  0.10
N: 0.28608 0.32668 -1.04453  -0.03
N: -3.08177 -0.88412 4.05313  0.16
N: -3.85868 -1.16155 -2.98943  -0.09
N: 0.87887 1.20304 1.24734  0.01
N: -1.30938 0.30137 2.95451  -0.22
N: -2.15144 -1.41562 1.91277  -0.03
N: -2.38819 -0.52034 -1.38441  0.10
N: -0.11275 -2.01270 -0.16151  -0.02
C: 4.40281 -1.25336 -0.26400  -0.12
C: -1.42127 3.87282 -0.38093  -0.11
C: -2.21910 -0.65166 3.05728  -0.50
C: 4.00355 0.50292 1.77340  0.01
C: 2.97582 -0.15190 1.10713  -0.20
C: -4.83477 -1.98039 -3.66054  -0.03
C: -2.11826 2.65058 3.98859  -0.33
C: -3.25897 0.02953 -3.53441  -0.02
C: 0.33230 -3.08883 -2.24939  0.02
C: 1.55831 0.09989 1.50300  -0.46
C: -2.70465 -2.63294 1.97616  -0.17
C: 1.25270 2.30845 -2.22484  0.00
C: -1.79872 3.75381 3.21034  -0.08
C: -3.89536 4.71131 -1.28539  -0.11
C: -3.40377 2.48420 4.47993  -0.06
C: 0.28269 -4.34967 -0.21016  -0.04
C: 0.40166 -4.30647 -1.59702  -0.04
C: 0.35484 -0.57354 -2.03854  -0.50
C: 2.00120 3.21434 0.33216  -0.03
C: -4.07483 4.51534 3.36505  -0.32
C: -1.54669 5.08123 -1.04550  -0.08
C: -2.76540 4.68985 2.91127  -0.03
C: -3.69651 -2.04665 4.03015  -0.11
C: 5.30440 0.22899 1.37632  -0.05
C: 0.12212 -1.95259 -1.48796  -0.18
C: 1.94014 3.50390 -2.05790  -0.08
C: -3.29748 -1.39105 -1.78662  -0.40
C: -2.78580 5.51423 -1.50036  -0.11
C: -3.76390 3.49184 -0.63920  -0.15
C: 0.01370 -3.18368 0.47609  -0.12
C: -4.37681 3.41582 4.17389  -0.03
C: -2.33195 0.45592 -2.39807  -0.45
C: 0.93028 1.56531 -1.09752  -0.21
C: 2.31710 3.95670 -0.80091  -0.09
C: -2.52383 3.04826 -0.17940  -0.62
C: 1.31024 2.02933 0.16900  -0.25
C: -3.48599 -3.01679 3.04408  -0.06
C: 5.50493 -0.66380 0.33492  -0.06
H: -0.66575 5.69405 -1.19729  0.10
H: -0.46163 3.57316 -0.00588  0.07
H: -5.38592 3.28829 4.54745  0.11
H: -4.39358 -2.87844 -4.10112  0.10
H: -4.87194 5.02819 -1.63309  0.09
H: -4.87771 5.95642 2.18955  0.09
H: 6.49952 -0.90256 -0.01563  0.10
H: 2.25782 3.55023 1.32905  0.12
H: 0.39188 -5.27380 0.33900  0.11
H: 6.14148 0.70847 1.86573  0.11
H: 0.95099 1.96044 -3.19948  0.11
H: 0.49500 -2.97019 -3.31068  0.12
H: -5.28678 -1.39440 -4.45810  0.10
H: -5.99790 5.10941 3.09613  0.09
H: -0.09405 -3.15400 1.55096  0.11
H: -3.99246 0.81229 -3.73486  0.14
H: -3.63838 1.61209 5.07667  0.11
H: -4.63626 2.86820 -0.47966  0.09
H: -4.49343 -2.96064 -1.34886  0.10
H: -5.64343 -2.27029 -2.98534  0.09
H: 2.17875 4.09701 -2.93183  0.10
H: -0.79522 3.85582 2.81886  0.11
H: 0.58758 -5.21479 -2.15551  0.11
H: 3.77666 1.20081 2.56757  0.13
H: -2.88273 6.46212 -2.01444  0.09
H: -2.66523 -0.16103 -4.43140  0.14
H: -4.39601 -2.23551 4.83728  0.11
H: -3.56317 -2.35323 -0.07393  0.06
H: -2.50086 -3.32088 1.16554  0.10
H: -2.52282 5.53392 2.27753  0.12
H: 4.53452 -1.94831 -1.08652  0.11
H: -3.93999 -3.99386 3.09106  0.10
H: 2.84677 4.89507 -0.70022  0.10

Output
Maximum force (eV/Å): 1.27
Orbital gap (alpha / beta) (eV): 6.098 / 6.063

=====

[2]
ORCA calculation (ωB97M-V/def2-TZVPD) on a 2-piece molecular cluster, C13H27BIN2O5P overall at a distorted geometry.

Last column: Löwdin charge in e.
Element x y z (Å)
I: 1.34120 -6.97902 1.64075  0.66
P: -0.96494 -1.83504 2.18347  0.90
O: -0.02963 -0.41444 2.20084  -0.33
O: 0.93299 -4.17754 0.79968  -0.01
O: -0.42243 1.07797 -3.67200  -0.02
O: -1.36180 -4.55053 3.28385  -0.10
O: -1.95081 -2.65629 4.60545  -0.14
N: -0.35547 2.01897 -2.79958  -0.09
N: -2.53970 -1.23039 2.14209  -0.15
C: -0.45966 2.46510 -0.32429  -0.02
C: 2.35844 2.20828 -1.77101  -0.17
C: 0.33366 4.42456 -2.53880  -0.05
C: 1.04604 -4.79131 1.81188  -0.77
C: -0.26153 -3.90317 3.83499  -0.42
C: 0.54433 3.10332 -3.30196  -0.50
C: 0.20013 3.41272 -4.75200  -0.05
C: 1.41511 1.08559 -1.34103  -0.13
C: -0.89848 0.21489 -1.18179  -0.05
C: 2.00607 2.67991 -3.18131  -0.14
C: -0.06300 1.45775 -1.43874  -0.47
C: 1.08317 -4.28028 3.22230  -0.16
C: -0.75291 -2.44771 3.91684  -0.44
B: -2.51300 -3.96622 4.06484  -0.58
H: 1.47024 -5.08820 3.81716  0.07
H: -3.47802 -3.71004 3.33020  0.05
H: 0.81537 -0.72099 1.88433  0.00
H: 2.64241 3.52039 -3.46799  0.12
H: -0.85059 3.68588 -4.85474  0.09
H: 0.80416 4.25242 -5.09463  0.08
H: -0.22636 -4.22129 4.87800  0.14
H: -0.10779 -1.83694 4.53873  0.12
H: 0.69901 4.40225 -1.51586  0.06
H: -0.98624 3.33121 -0.71713  0.06
H: 2.21509 1.87320 -3.88992  0.12
H: -2.92588 -1.49961 1.25462  0.02
H: -3.11420 -1.60665 2.88787  0.02
H: -0.66545 -0.60860 -1.85634  0.08
H: 2.31589 3.03871 -1.06090  0.10
H: -1.96387 0.43460 -1.26509  0.10
H: -0.70021 -0.11579 -0.16434  0.04
H: 1.62949 0.78374 -0.31557  0.12
H: 1.60590 0.21181 -1.97105  0.13
H: 3.38820 1.84525 -1.75114  0.11
H: 0.87539 5.22544 -3.04317  0.08
H: -0.72207 4.69663 -2.52245  0.09
H: 0.39896 2.81259 0.25187  0.08
H: 0.40240 2.57099 -5.41131  0.08
H: -1.15140 2.00751 0.37920  0.08
H: 1.80015 -3.47997 3.30509  0.12
H: -2.85839 -4.72165 4.97011  0.05

Output
Maximum force (eV/Å): 1.94
Net charge: -1
2S+1: 2
Orbital gap (alpha / beta) (eV): 6.734 / 6.590

=====

[3]
ORCA calculation (ωB97M-V/def2-TZVPD) on one molecule with the formula C23H25N5O2.

Last column: Löwdin charge in e.
Element x y z (Å)
O: -2.80017 -0.56207 -1.19066  0.10
O: 1.63210 1.35100 -2.05321  0.08
N: 1.88636 -0.86311 -1.67025  -0.05
N: -2.63672 -0.72446 1.06513  0.15
N: -0.99426 -3.84643 0.73443  0.08
N: 5.70903 0.60791 -0.14044  0.11
N: -1.12877 -2.53839 0.53104  -0.06
C: -2.94516 3.45539 1.26626  -0.08
C: 5.53721 1.30979 0.97173  -0.34
C: -4.39443 1.92815 -0.57836  -0.21
C: -2.86926 -3.13880 1.73463  -0.01
C: 3.18420 1.47402 0.57568  0.00
C: -0.21848 -2.13480 -1.71168  -0.11
C: -2.25798 -2.06810 1.11104  -0.24
C: 0.71906 -1.19286 -2.47172  -0.12
C: -0.13505 -1.80985 -0.21792  -0.25
C: -4.00320 4.01771 0.57327  -0.07
C: -2.91924 -0.05020 -0.09933  -0.41
C: 2.20938 0.43983 -1.48759  -0.43
C: 2.31121 -1.93504 -0.80143  -0.13
C: -2.61685 2.13043 1.04956  -0.04
C: 1.26845 -2.15408 0.30705  -0.09
C: 3.36324 0.71473 -0.57696  -0.13
C: 4.28073 1.77065 1.36213  -0.02
C: -3.33323 1.36131 0.13649  -0.10
C: 4.66221 0.32602 -0.89173  -0.09
C: -2.02931 -4.22182 1.45855  -0.14
C: -5.17837 1.12393 -1.56566  -0.03
C: 6.75860 1.59302 1.78743  -0.04
C: -4.71648 3.25726 -0.33597  -0.04
H: -2.96880 -0.32564 1.93132  0.15
H: -0.34221 -0.74294 -0.08234  0.15
H: 6.92044 2.66706 1.86233  0.08
H: -4.52153 0.75928 -2.35265  0.08
H: 4.17393 2.35408 2.26429  0.11
H: 6.64220 1.19840 2.79549  0.08
H: 4.87044 -0.23478 -1.79442  0.13
H: 2.40920 -2.83589 -1.41272  0.13
H: -1.24049 -1.98672 -2.05773  0.10
H: -3.78097 -3.13203 2.29539  0.09
H: 3.28502 -1.71022 -0.36730  0.11
H: 7.62290 1.13329 1.31808  0.07
H: 1.50195 -1.53174 1.17313  0.12
H: 1.27276 -3.19845 0.61962  0.11
H: 0.05143 -3.18129 -1.85692  0.12
H: -2.37729 4.04535 1.96974  0.10
H: -5.96959 1.72276 -2.00923  0.08
H: -1.77814 1.69438 1.57480  0.11
H: -5.62258 0.25230 -1.08613  0.09
H: -4.26975 5.05114 0.73766  0.10
H: 1.04330 -1.65149 -3.41211  0.13
H: -2.14025 -5.24570 1.75443  0.10
H: 0.21528 -0.25061 -2.70117  0.12
H: -5.53860 3.70456 -0.87578  0.11
H: 2.19658 1.82372 0.84076  0.12

Output
Maximum force (eV/Å): 0.78
Orbital gap (eV): 9.524

=====

[4]
ORCA calculation (ωB97M-V/def2-TZVPD) on one molecule with the formula C4H12N2O at a distorted geometry.

Last column: Löwdin charge in e.
Element x y z (Å)
O: -2.52700 -0.48758 -0.98881  -0.13
N: 1.00691 0.14444 -0.61111  -0.09
N: -0.60913 0.78587 1.69353  -0.01
C: 0.75681 0.18318 1.85019  -0.26
C: 1.57482 0.57205 0.62629  -0.28
C: -0.00443 -0.94476 -1.05577  -0.14
C: -1.25058 -0.30743 -1.79010  -0.18
H: -1.24317 -0.03575 1.68012  0.06
H: -0.67785 1.19352 0.77547  0.03
H: 1.61807 1.71369 0.44732  0.14
H: -0.37486 -1.51160 -0.13564  0.12
H: 0.64976 -0.92824 1.98985  0.12
H: 1.67511 0.18207 -1.32013  0.07
H: 0.56674 -1.63495 -1.66296  0.09
H: -2.44703 0.26978 -0.36235  0.06
H: -1.25225 0.78672 -1.98066  0.12
H: -1.35983 -0.90272 -2.69132  0.09
H: 2.59661 0.28028 0.83036  0.09
H: 1.30130 0.64143 2.70571  0.10

Output
Maximum force (eV/Å): 3.37
Orbital gap (eV): 9.405

=====

[5]
ORCA calculation (ωB97M-V/def2-TZVPD) on a 2-piece molecular cluster, C4H14N2O2 overall at a distorted geometry.

Last column: Löwdin charge in e.
Element x y z (Å)
O: -1.07408 -1.43849 -1.44716  -0.14
O: 0.95531 -0.36255 -2.94563  -0.08
N: -0.03490 -2.00100 1.21285  0.00
N: 0.01174 1.63165 0.34006  -0.11
C: 1.22458 2.16080 0.88739  -0.14
C: -1.29324 -0.09784 -0.84623  -0.18
C: -0.33321 -0.56892 1.40055  -0.21
C: -0.09741 0.22349 0.05355  -0.36
H: 1.31928 1.84967 1.95350  0.07
H: -1.24997 0.63672 -1.66589  0.11
H: 1.25651 3.25606 0.82424  0.08
H: -2.32419 -0.27714 -0.45348  0.13
H: 0.41256 -0.17897 2.08746  0.08
H: -0.83238 -2.05893 -0.74416  0.05
H: -0.85604 1.98529 0.72204  0.12
H: 0.03963 -0.26777 -2.65057  -0.02
H: -0.41380 -2.58006 1.93354  0.06
H: 2.12664 1.86074 0.31762  0.09
H: 0.85984 -0.15534 -0.49180  0.17
H: 0.64740 -1.14453 -3.44984  0.05
H: 0.93481 -2.24796 1.07890  0.08
H: -1.27907 -0.22493 1.88306  0.13

Output
Maximum force (eV/Å): 2.38
Orbital gap (eV): 9.317

=====

[6]
ORCA calculation (ωB97M-V/def2-TZVPD) on an isolated ion of composition C6H7N4O4 and charge -1 at a distorted geometry.

Last column: Löwdin charge in e.
Element x y z (Å)
O: 1.24645 -0.24036 -2.64219  0.00
O: -2.29038 3.35543 -2.28328  -0.01
O: -2.90244 1.22746 -2.18906  -0.11
O: 2.08495 1.84976 -2.74720  0.03
N: -0.05478 -2.61792 1.59743  0.09
N: -1.98884 2.04308 -1.87482  -0.34
N: 0.25818 -0.46257 1.44745  0.06
N: -0.36388 -1.59678 -0.48849  0.17
C: -0.05705 -1.66532 0.79608  -0.62
C: 0.95189 0.73168 1.18447  -0.14
C: -0.82571 1.82264 -1.46782  0.06
C: 0.35777 1.51013 -1.11161  -0.10
C: 1.05838 1.54331 0.15490  -0.09
C: 1.42269 0.93480 -2.35005  -0.68
H: -3.30565 3.39674 -2.46385  0.15
H: 0.53321 -0.62412 2.40862  0.11
H: -0.29892 -0.62561 -0.75036  0.05
H: 1.61247 1.06796 2.02241  0.12
H: 0.25528 -2.14232 -1.14434  0.14
H: -0.23237 -3.49925 1.14979  0.03
H: 1.57137 2.46841 0.35162  0.11

Output
Maximum force (eV/Å): 3.27
Net charge: -1
Orbital gap (eV): 7.456

=====

no.,electronic energy (a.u.)
1,-3309.96137
2,-1661.20629
3,-1315.74658
4,-344.27764
5,-420.73361
6,-752.68957